{
  "formula": "C33H35F5N4P2Pd",
  "method": "the ωB97M-V functional and the def2-TZVPD basis",
  "elements": ["Pd", "C", "C", "C", "C", "C", "C", "C", "C", "C", "H", "H", "H", "H", "H", "H", "H", "H", "H", "H", "H", "H", "H", "H", "H", "P", "P", "N", "N", "N", "N", "C", "C", "C", "C", "C", "C", "C", "C", "C", "C", "C", "C", "C", "C", "C", "C", "C", "C", "H", "H", "H", "H", "H", "H", "H", "H", "H", "H", "H", "H", "H", "H", "H", "H", "H", "H", "H", "H", "F", "C", "C", "C", "F", "C", "F", "C", "F", "C", "F"],
  "coordinates": [[3.576, -2.979, -2.542], [-1.362, -3.844, 1.288], [-0.191, -4.038, 0.665], [-0.032, -4.418, -0.781], [-0.563, -3.392, -1.804], [-1.914, -3.621, -2.412], [-2.933, -4.298, -1.870], [-2.920, -4.857, -0.479], [-2.684, -3.741, 0.587], [3.679, 0.556, -2.378], [-1.378, -3.749, 2.381], [0.754, -3.913, 1.216], [-0.468, -5.397, -1.017], [1.052, -4.536, -0.952], [-0.511, -2.390, -1.354], [0.147, -3.403, -2.649], [-2.021, -3.174, -3.406], [-3.877, -4.416, -2.419], [-2.174, -5.648, -0.334], [-3.889, -5.344, -0.303], [-2.768, -2.743, 0.114], [-3.501, -3.798, 1.325], [2.970, 0.744, -3.190], [4.044, -0.490, -2.459], [4.562, 1.198, -2.474], [3.174, -3.864, -4.522], [4.776, -4.605, -1.801], [1.571, -4.210, -5.237], [3.995, -3.418, -6.169], [3.896, -6.001, -1.149], [6.188, -4.743, -0.769], [3.880, -5.525, -4.233], [5.181, -5.370, -3.428], [0.535, -3.285, -5.428], [-0.484, -3.889, -6.166], [-0.054, -5.224, -6.469], [1.221, -5.377, -5.929], [4.186, -2.131, -6.662], [4.790, -2.197, -7.924], [4.999, -3.581, -8.219], [4.471, -4.302, -7.145], [3.073, -5.966, -0.016], [2.564, -7.245, 0.203], [3.039, -8.080, -0.861], [3.851, -7.296, -1.667], [6.691, -5.984, -0.287], [8.065, -5.990, -0.411], [8.459, -4.696, -0.900], [7.310, -3.947, -1.074], [4.032, -6.008, -5.204], [3.100, -6.089, -3.695], [5.745, -6.293, -3.302], [5.859, -4.620, -3.866], [0.628, -2.289, -5.010], [-1.425, -3.441, -6.448], [-0.607, -5.982, -7.008], [1.889, -6.230, -5.948], [3.872, -1.277, -6.083], [4.998, -1.363, -8.584], [5.416, -4.016, -9.122], [4.385, -5.370, -7.007], [2.961, -5.042, 0.541], [1.965, -7.554, 1.047], [2.840, -9.133, -1.022], [4.395, -7.574, -2.555], [6.041, -6.747, 0.117], [8.714, -6.831, -0.210], [9.473, -4.388, -1.106], [7.160, -2.920, -1.368], [5.002, 1.763, -0.220], [3.726, 1.326, -0.007], [3.014, 0.775, -1.077], [1.715, 0.315, -0.841], [0.991, -0.213, -1.879], [1.149, 0.370, 0.431], [-0.076, -0.176, 0.665], [1.859, 1.003, 1.460], [1.299, 1.094, 2.684], [3.186, 1.405, 1.271], [3.902, 1.870, 2.319]],
  "mulliken_charge": [-0.930, -0.679, -0.212, 0.571, 1.012, -0.555, -0.569, -0.803, -0.681, -0.866, 0.387, 0.372, 0.460, -1.006, 0.189, -0.548, 0.314, 0.342, 0.354, 0.398, 0.307, 0.376, 0.339, -0.105, 0.374, 0.804, 0.760, 0.521, 0.394, 0.764, 0.244, -1.060, -1.583, -0.678, -0.600, -0.747, -0.315, -0.569, -0.545, -0.556, -0.322, -0.820, -0.659, -0.891, -0.310, -0.360, -0.531, -0.515, -0.397, 0.453, 0.645, 0.428, 0.439, 0.484, 0.477, 0.436, 0.396, 0.424, 0.400, 0.422, 0.273, 0.588, 0.504, 0.467, 0.404, 0.323, 0.438, 0.440, 0.401, -0.312, 0.190, 0.069, 0.540, -0.340, 0.341, -0.306, 0.384, -0.288, 0.294, -0.283],
  "orbital_gap_ev": [4.70, 5.56],
  "e_lumo_ev": [-0.4, -2.6],
  "homo_energy_ev": [-5.09, -8.14],
  "charge": 0,
  "s2": 2.008,
  "multiplicity": 3
}

{
  "formula": "C33H35N5O2RbSTe",
  "method": "the ωB97M-V functional and the def2-TZVPD basis",
  "elements": ["Rb", "C", "C", "C", "C", "C", "C", "C", "C", "C", "H", "H", "H", "H", "H", "H", "H", "H", "H", "H", "H", "H", "C", "O", "C", "O", "N", "N", "H", "H", "H", "H", "H", "H", "N", "C", "C", "C", "C", "C", "C", "N", "C", "C", "C", "S", "C", "N", "H", "H", "H", "H", "H", "H", "H", "Te", "C", "C", "C", "C", "C", "C", "C", "C", "C", "C", "C", "C", "H", "H", "H", "H", "H", "H", "H", "H", "H", "H"],
  "coordinates": [[-0.285, -0.369, 0.511], [-0.152, -0.986, 5.235], [0.817, -0.559, 4.172], [0.908, 0.774, 3.788], [1.877, 1.197, 2.885], [2.063, 2.651, 2.575], [2.733, 0.251, 2.330], [2.659, -1.091, 2.682], [3.644, -2.085, 2.138], [1.696, -1.478, 3.607], [0.394, -1.300, 6.123], [-0.771, -1.823, 4.915], [-0.802, -0.161, 5.512], [0.254, 1.502, 4.254], [2.839, 3.056, 3.226], [1.145, 3.213, 2.734], [2.384, 2.793, 1.542], [3.522, 0.585, 1.669], [3.140, -2.934, 1.679], [4.267, -2.470, 2.942], [4.298, -1.627, 1.401], [1.678, -2.500, 3.954], [-5.320, 2.607, -0.989], [-4.024, 2.036, -1.102], [-3.395, 1.473, -0.070], [-2.256, 1.082, -0.209], [-4.057, 1.376, 1.109], [-3.428, 0.719, 2.174], [-5.525, 3.053, -1.960], [-5.344, 3.390, -0.227], [-6.082, 1.849, -0.784], [-5.034, 1.631, 1.197], [-3.898, -0.157, 2.395], [-3.418, 1.309, 3.000], [-1.023, -5.336, -1.058], [-0.407, -5.737, 0.100], [0.122, -6.948, 0.521], [0.682, -6.974, 1.782], [0.712, -5.838, 2.599], [0.195, -4.631, 2.183], [-0.356, -4.575, 0.906], [-0.905, -3.520, 0.231], [-1.290, -4.000, -0.928], [-1.918, -3.202, -1.954], [-2.566, -3.661, -3.074], [-3.166, -2.353, -4.000], [-2.498, -1.276, -2.820], [-1.894, -1.844, -1.843], [-1.210, -5.921, -1.855], [0.107, -7.825, -0.107], [1.112, -7.892, 2.151], [1.157, -5.927, 3.579], [0.199, -3.751, 2.812], [-2.743, -4.666, -3.399], [-2.600, -0.213, -2.909], [-0.017, 2.932, -0.866], [0.861, 4.692, -1.738], [0.062, 5.403, -2.622], [0.522, 6.566, -3.211], [1.794, 7.027, -2.918], [2.600, 6.315, -2.047], [2.137, 5.151, -1.456], [0.835, 1.697, -2.385], [0.083, 1.414, -3.514], [0.631, 0.701, -4.565], [1.946, 0.273, -4.498], [2.703, 0.548, -3.371], [2.148, 1.254, -2.315], [-0.934, 5.039, -2.844], [-0.115, 7.112, -3.890], [2.152, 7.941, -3.365], [3.592, 6.675, -1.819], [2.774, 4.605, -0.773], [-0.933, 1.780, -3.575], [0.039, 0.498, -5.446], [2.383, -0.265, -5.326], [3.734, 0.228, -3.325], [2.763, 1.496, -1.453]],
  "mulliken_charge": [0.947, -1.503, 0.722, -0.720, 0.581, -1.439, -0.621, 0.644, -1.477, -0.565, 0.365, 0.307, 0.359, 0.334, 0.386, 0.373, 0.117, 0.318, 0.301, 0.373, 0.363, 0.810, -0.842, -0.270, 0.187, 0.200, -0.060, -0.585, 0.226, 0.358, 0.344, 0.196, 0.250, 0.251, 0.031, 0.347, -1.115, -0.479, -0.630, -0.389, 0.404, -0.312, 0.258, -0.237, -0.389, -0.171, -0.283, 0.161, 0.212, 0.402, 0.387, 0.425, 0.612, 0.368, 0.447, 0.226, 0.140, -0.216, -0.671, -0.436, -0.615, -0.168, 0.025, -0.557, -0.609, -0.446, -0.578, -0.281, 0.338, 0.385, 0.380, 0.396, 0.275, 0.467, 0.441, 0.414, 0.424, 0.386],
  "orbital_gap_ev": 8.05,
  "e_lumo_ev": -2.1,
  "homo_energy_ev": -10.16,
  "charge": 1,
  "multiplicity": 1
}

{
  "formula": "C33H36BiN11S4",
  "method": "the ωB97M-V functional and the def2-TZVPD basis",
  "elements": ["Bi", "S", "C", "C", "C", "C", "C", "C", "N", "C", "C", "C", "C", "C", "C", "C", "C", "N", "C", "C", "C", "C", "C", "S", "C", "H", "H", "H", "H", "H", "H", "H", "H", "H", "H", "H", "H", "C", "N", "C", "C", "N", "N", "C", "N", "N", "H", "H", "H", "H", "H", "H", "H", "H", "H", "H", "H", "N", "N", "C", "N", "S", "H", "H", "H", "H", "H", "C", "H", "H", "H", "S", "C", "N", "C", "C", "C", "C", "C", "C", "H", "H", "H", "H", "H"],
  "coordinates": [[1.185, -0.012, 0.381], [0.151, 5.619, -0.497], [0.023, 7.290, -0.867], [-0.031, 7.497, -2.208], [0.033, 6.238, -2.924], [0.155, 5.160, -2.114], [0.156, 3.744, -2.369], [0.954, 2.889, -1.559], [0.975, 1.604, -1.676], [0.171, 1.021, -2.623], [-0.602, 1.796, -3.530], [-1.360, 1.117, -4.559], [-1.313, -0.203, -4.760], [-0.522, -1.008, -3.888], [-0.369, -2.398, -4.064], [0.433, -3.117, -3.231], [1.117, -2.362, -2.223], [0.931, -1.115, -1.964], [0.177, -0.388, -2.841], [0.745, -4.551, -3.247], [1.080, -5.320, -2.181], [1.411, -6.648, -2.577], [1.296, -6.848, -3.950], [0.722, -5.406, -4.725], [-0.548, 3.172, -3.400], [0.011, 7.987, -0.101], [-0.206, 8.457, -2.683], [-0.156, 6.093, -3.987], [1.524, 3.442, -0.817], [-1.965, 1.722, -5.208], [-1.898, -0.710, -5.556], [-0.973, -2.888, -4.844], [1.799, -2.981, -1.562], [1.015, -5.063, -1.161], [1.655, -7.397, -1.895], [1.444, -7.702, -4.594], [-1.139, 3.791, -4.087], [-0.427, 3.047, 4.934], [-0.196, 1.700, 4.394], [-0.429, 0.555, 5.332], [0.571, 1.564, 3.287], [1.037, 0.432, 2.808], [0.923, 2.743, 2.663], [2.009, 2.953, 1.834], [2.536, 4.213, 1.818], [2.395, 2.008, 1.043], [-1.142, 2.995, 5.780], [-0.906, 3.686, 4.195], [0.419, 3.574, 5.335], [-1.164, 0.869, 5.999], [0.471, 0.246, 5.857], [-0.811, -0.325, 4.840], [0.652, -0.289, 3.384], [0.341, 3.490, 2.935], [2.557, 4.729, 2.684], [3.262, 4.433, 1.150], [3.240, 2.192, 0.522], [-2.795, -0.133, -0.505], [-2.992, -0.177, 0.836], [-2.501, 0.761, 1.724], [-2.617, 0.404, 3.051], [-1.810, 2.202, 1.202], [-3.378, 0.558, -0.937], [-1.802, 0.138, -0.674], [-3.408, -1.044, 1.182], [-3.310, -0.303, 3.311], [-2.603, 1.205, 3.669], [3.158, -0.978, 0.358], [3.058, -2.013, 0.107], [3.649, -0.867, 1.289], [3.698, -0.484, -0.431], [0.924, -4.415, 3.302], [1.384, -2.863, 2.758], [0.704, -2.376, 1.730], [-0.245, -3.318, 1.312], [-1.252, -3.086, 0.354], [-2.084, -4.102, 0.030], [-1.996, -5.355, 0.684], [-1.110, -5.560, 1.703], [-0.253, -4.488, 2.037], [2.146, -2.252, 3.315], [-1.372, -2.142, -0.147], [-2.919, -3.949, -0.694], [-2.657, -6.184, 0.496], [-1.030, -6.515, 2.235]],
  "mulliken_charge": [2.223, 0.179, -0.673, -0.508, -0.615, 0.184, 0.486, -0.716, -0.542, -0.652, 1.323, -1.102, -1.200, 1.431, -0.866, 0.463, -0.579, -0.005, 0.142, -0.015, -0.234, -0.859, -0.421, -0.093, -0.851, 0.479, 0.416, 0.399, 0.689, 0.477, 0.414, 0.454, 0.349, 0.398, 0.477, 0.458, 0.454, -1.119, 0.227, -1.281, 0.355, -0.560, 0.023, 0.268, -0.335, -0.516, 0.318, 0.418, 0.403, 0.386, 0.355, 0.446, -0.087, 0.146, 0.215, 0.291, 0.218, -0.483, -0.036, 0.206, -0.361, -0.109, 0.350, -0.179, 0.254, 0.253, 0.244, -1.736, 0.440, 0.457, 0.575, -0.231, -0.526, 0.538, -0.963, 0.431, -1.338, -0.729, -0.514, 1.051, 0.355, 0.569, 0.433, 0.471, 0.444],
  "orbital_gap_ev": 7.30,
  "e_lumo_ev": -5.1,
  "homo_energy_ev": -12.41,
  "charge": 2,
  "multiplicity": 1
}